1.
ORCA calculation (ωB97M-V/def2-TZVPD) on a molecular structure, C4H9FN at a distorted geometry.

**Expectation value of S²**: 2.0120
**Total charge**: +1
**Largest force on an atom**: 7.88 eV Å⁻¹
**Spin multiplicity**: 3
**Highest occupied orbital energy (spin up / spin down)**: -10.327 / -14.027 eV

Last column: natural (NBO) charge in e.
Cartesian coordinates (Å):
1 C -2.774 0.800 0.204  -0.587
2 C -1.931 -0.140 -0.072  0.387
3 C 2.372 -0.407 -0.228  -0.404
4 C 0.034 0.442 -0.047  -0.141
5 N 0.949 -0.661 0.344  -0.582
6 F -2.092 -1.377 -0.535  -0.300
7 H -3.854 0.586 0.163  0.273
8 H -2.366 1.756 0.625  0.244
9 H 2.177 -0.697 -1.306  0.233
10 H 2.644 0.601 -0.243  0.245
11 H 3.168 -0.969 0.150  0.247
12 H 0.123 0.922 -1.114  0.243
13 H -0.119 1.326 0.668  0.231
14 H 0.401 -1.529 0.087  0.460
15 H 1.266 -0.652 1.304  0.452



2.
ORCA calculation (ωB97M-V/def2-TZVPD) on C4H9FN2 in the gas phase at a distorted geometry.

**Largest force on an atom**: 3.10 eV Å⁻¹
**SMILES string**: [H]/N=C(/N)C[C@H](C)F
**Highest occupied orbital energy**: -8.904 eV

Last column: natural (NBO) charge in e.
Cartesian coordinates (Å):
1 H 2.364 0.352 -1.763  0.329
2 N 1.488 0.371 -2.289  -0.730
3 C 0.491 0.023 -1.545  0.442
4 N -0.759 0.002 -2.098  -0.818
5 C 0.571 -0.307 -0.069  -0.507
6 C -0.533 0.267 0.844  0.209
7 C -0.329 -0.026 2.249  -0.648
8 F -1.757 -0.285 0.399  -0.388
9 H -0.898 0.367 -3.037  0.405
10 H -1.497 -0.329 -1.560  0.402
11 H 0.644 -1.430 0.068  0.227
12 H 1.515 0.003 0.310  0.226
13 H -0.561 1.338 0.599  0.174
14 H 0.649 0.316 2.628  0.227
15 H -1.066 0.458 2.858  0.228
16 H -0.323 -1.118 2.408  0.221